11
Properties=species:S:1:pos:R:3:forces:R:3 method="wB97M-V/def2-TZVPD" charge=0 relative_energy_kj_mol=15.3 largest_force_ev_per_a=1.61 smiles=CSS.N
S -1.9648 -0.3123 -0.4506 0.099 0.392 -0.466
S -1.8236 0.8366 -2.1559 -0.129 -0.102 0.234
N 1.8887 -0.7989 0.5236 0.232 -0.049 -0.342
C -1.0488 0.6310 0.8020 -0.320 -1.302 0.898
H -0.5166 1.5008 0.4627 -0.016 0.248 -0.339
H -0.3560 -0.0912 1.2371 0.283 0.306 -0.166
H 1.7011 -1.7893 0.4047 0.019 -0.042 0.107
H -1.7534 0.8414 1.6002 -0.124 0.549 -0.038
H 1.6914 -0.3930 -0.3872 -0.120 0.082 0.064
H 2.8958 -0.7110 0.6249 -0.040 -0.061 0.139
H -0.7139 0.2859 -2.6615 0.118 -0.021 -0.091



53
Properties=species:S:1:pos:R:3:forces:R:3 method="wB97M-V/def2-TZVPD" total_energy_ha=-2111.893227 charge=+1 largest_force_ev_per_a=4.32
P 0.4445 1.2263 -1.9341 1.063 -0.166 -1.072
P -0.1773 1.7063 1.7707 0.186 0.205 0.533
Al -1.4327 0.9890 -0.4069 0.526 -0.013 1.302
O -3.8631 0.4401 -2.5799 2.893 0.471 1.800
O -3.5828 3.3811 -2.1720 0.161 -0.834 1.135
O -2.2886 2.6118 -0.4450 -1.878 -0.172 -0.551
O -4.6171 2.7337 -0.3555 2.182 -0.169 -1.194
N 1.2221 -1.1880 0.3805 0.034 -0.150 -0.031
N -3.6410 2.8940 -1.0692 0.221 1.076 1.265
C -1.3965 1.7215 3.1436 -0.180 -0.029 -0.160
C 0.2028 -3.7999 0.5918 0.294 0.249 0.093
C 0.8371 -0.7586 2.7098 -0.316 -0.061 0.482
C 0.8633 -3.5008 -3.0722 -0.387 -0.889 0.770
C 0.3156 -3.0017 1.7386 0.254 0.633 -0.194
C 0.3828 -1.2209 3.9417 0.504 0.601 -1.037
C -0.1840 1.1257 -3.6408 -0.293 0.045 -0.225
C 0.8435 -1.6552 1.5895 -0.512 -0.700 -0.947
C 1.8929 0.0557 -2.0059 -0.140 -0.381 0.375
C 1.4833 -1.3989 -1.9919 -0.267 -0.268 -0.542
C 1.3291 -2.1682 -3.1393 0.268 0.864 0.913
C 1.3183 2.8261 -1.9714 -0.144 0.402 0.257
C 0.5098 -4.0715 -1.8577 0.113 0.135 -0.967
C -0.0739 -2.5500 4.1054 -0.185 -1.027 -0.696
C 1.1517 -1.9674 -0.7203 -0.775 -0.534 1.016
C 0.6234 -3.3198 -0.6557 0.207 0.616 0.165
C 1.2384 0.6840 2.4521 -0.130 -0.305 -0.208
C -0.1169 -3.4229 3.0261 -0.148 0.319 0.971
C 0.4898 3.4174 1.8123 -0.005 0.112 -0.071
C -2.9163 0.6316 -1.9651 -3.175 -1.396 -2.575
H -0.4198 -2.8839 5.0869 0.148 0.119 -0.361
H 1.3348 3.5129 1.1139 -0.274 -0.010 0.239
H -0.9771 1.8717 -3.7890 0.195 -0.119 -0.007
H -0.6098 0.1339 -3.8330 0.122 0.130 0.024
H 0.6256 1.3171 -4.3628 -0.267 -0.066 0.279
H 0.8292 3.7077 2.8201 -0.128 -0.212 -0.338
H 0.7699 -4.0838 -3.9901 0.032 0.193 0.291
H 0.1196 -5.0979 -1.8057 0.228 0.517 -0.086
H -0.5011 -4.4448 3.1426 0.177 0.493 0.014
H 1.9925 2.8805 -2.8405 -0.271 -0.158 0.276
H -1.5562 -0.5452 0.1515 -0.314 0.732 -0.409
H -0.9519 2.0500 4.0963 -0.049 -0.099 -0.383
H 2.5011 0.2624 -1.1090 -0.135 -0.002 -0.441
H -1.8151 0.7127 3.2679 0.100 0.292 -0.023
H 0.3750 -0.5409 4.7951 -0.003 -0.172 -0.195
H 1.5770 -1.7284 -4.1051 -0.046 -0.131 0.154
H 0.5875 3.6422 -2.0393 0.172 -0.141 0.026
H -2.2129 2.4093 2.8700 0.249 -0.245 0.121
H 1.6050 1.1440 3.3806 -0.154 0.059 -0.292
H -0.2214 -4.8036 0.6772 0.137 0.261 -0.050
H -0.3064 4.1098 1.4964 0.276 -0.225 0.065
H 2.4604 0.2809 -2.9201 -0.192 0.151 0.255
H 1.9112 2.9683 -1.0592 -0.141 -0.066 -0.209
H 2.0244 0.7044 1.6762 -0.233 0.061 0.444



110
Properties=species:S:1:pos:R:3:forces:R:3 method="wB97M-V/def2-TZVPD" total_energy_ha=-5350.667637 charge=+1 spin_multiplicity=2 s2=0.80 largest_force_ev_per_a=3.33
Ir -0.6644 -2.4163 0.5320 -1.001 -0.845 0.914
Cl -1.1210 -2.3402 6.4281 0.244 0.230 -0.050
S -0.2498 0.2736 0.1341 -0.516 0.760 0.521
S -6.4287 -0.0602 1.7053 0.205 0.639 -0.348
S -3.7258 -1.1438 -1.1804 0.119 -0.236 -0.543
S 2.3616 -1.2844 -0.1502 1.184 -0.256 -1.317
F -0.3587 -3.9849 -1.1651 -0.330 1.450 0.134
F -0.3073 -4.6429 0.9877 -0.219 0.243 0.242
F -0.9674 -6.1416 -0.6312 -0.541 -0.477 -0.198
F 1.2106 -5.5056 -0.5085 0.822 -0.176 -0.149
O -0.0171 0.3841 1.7242 -0.270 0.527 0.214
O -4.7230 -4.0605 4.3807 -0.626 -0.245 -0.414
O -2.8766 -2.4854 0.5478 2.778 0.481 -1.767
O -5.9761 0.7753 2.7827 -0.020 -0.012 0.034
O 1.6273 -2.4678 0.4217 -1.445 -1.301 0.633
O -3.4299 -3.8758 6.1640 -0.288 -0.089 -0.259
O -7.4746 -0.9860 1.9666 -0.088 -0.274 -0.193
O -4.4270 -3.5043 1.8086 0.307 0.246 -0.356
N -5.0885 -0.8145 1.0281 -0.579 -0.050 0.664
N -0.8296 -1.5965 3.8121 -0.404 -0.778 0.481
N -1.4197 -1.8363 2.6252 0.172 -0.596 -1.848
C 3.1783 3.2080 -0.7348 -0.064 -0.275 -0.191
C 6.0875 -2.6522 -1.2067 -0.127 0.001 0.009
C 5.3736 3.6391 -1.6440 -0.192 0.165 0.193
C 1.9257 1.1978 -1.4074 -0.274 0.257 0.114
C 1.7320 -2.3485 -2.7027 -0.045 -0.285 -0.309
C -3.8430 3.0631 0.5234 0.206 -0.144 0.008
C 1.2467 1.7372 -5.6330 0.014 0.089 0.285
C -1.5395 -2.2406 4.8005 -0.523 -0.289 -0.509
C -6.7626 0.9502 0.2490 0.435 -0.491 0.195
C 6.8739 -2.0860 -0.2069 -0.165 0.081 0.099
C -2.5765 1.1516 1.2821 0.173 -0.075 0.083
C 6.2533 -1.2796 0.7466 -0.020 -0.102 -0.094
C 0.7632 -0.2449 5.0591 -0.531 -0.315 -0.167
C 0.9113 -0.4059 2.5718 0.424 -0.737 -0.119
C -4.9327 -0.4674 -0.1953 0.125 -0.081 0.080
C -3.3847 -2.9072 1.6428 -0.629 -0.865 1.978
C 1.3867 1.5689 -4.2828 -0.009 0.134 -0.137
C -2.5121 -2.5714 2.8383 0.241 0.117 0.357
C 1.5341 0.2789 -3.7300 -0.112 -0.224 -0.153
C -3.6182 2.0440 1.4464 0.169 0.153 -0.065
C -7.6741 2.5891 -1.1969 0.033 -0.040 0.163
C 1.4627 -0.8528 -4.5908 0.001 0.338 0.187
C -3.6511 -3.6568 5.0006 0.543 0.239 0.207
C -3.0099 3.1475 -0.5908 -0.073 -0.059 0.132
C 5.2961 2.4549 -2.3932 -0.177 -0.247 -0.071
C -4.9219 4.0662 0.7578 -0.035 0.115 0.046
C -1.9349 2.2934 -0.7410 0.191 -0.169 -0.178
C -6.7661 2.2137 -2.1776 0.069 0.010 -0.050
C 1.0029 1.4859 -0.4177 0.135 -0.104 -0.487
C -5.8386 1.2049 -1.9529 -0.058 -0.133 0.236
C 0.2588 -0.7406 3.8748 0.866 0.926 0.140
C 4.8893 -1.0787 0.7175 -0.036 0.016 0.097
C -2.6420 -2.8583 4.2098 0.219 0.204 -0.044
C 2.1346 0.4187 2.7109 0.063 0.107 0.317
C 1.7673 0.0628 -2.3451 0.030 -0.536 0.096
C 2.1271 3.5320 0.1521 -0.199 -0.183 0.032
C 4.3338 4.0092 -0.8363 0.151 0.059 -0.065
C 8.3487 -2.3193 -0.1344 0.075 -0.022 -0.014
C 1.8985 0.5485 5.0943 0.091 0.043 0.064
C 4.1187 -1.6836 -0.2685 -0.630 0.382 0.292
C 4.1741 1.6736 -2.3447 0.157 0.024 -0.132
C 1.3350 -0.6397 -5.9810 -0.070 0.097 -0.093
C 1.5149 -2.1536 -4.0404 0.127 -0.019 0.388
C 1.0880 2.6678 0.3408 -0.016 0.255 0.272
C 3.0821 2.0267 -1.5208 -0.114 0.289 0.282
C 4.7169 -2.4513 -1.2516 -0.073 -0.143 -0.097
C -7.6810 1.9512 0.0407 -0.154 -0.023 0.094
C 2.5794 0.8675 3.9058 0.108 -0.001 -0.429
C -5.8392 0.5754 -0.7172 -0.571 0.522 -0.239
C 1.2429 0.6260 -6.4912 -0.020 -0.289 -0.014
C 1.9076 -1.2257 -1.8832 0.105 0.802 0.452
C -1.7072 1.3127 0.2131 -0.069 0.056 -0.157
B -0.0837 -5.1828 -0.3601 -0.060 0.341 0.532
H 1.7618 -3.3408 -2.2816 0.001 -0.140 0.088
H 1.3133 -1.4989 -6.6351 -0.030 -0.071 -0.066
H 3.4623 1.4845 3.9495 0.121 0.103 -0.006
H 8.6318 -2.6375 0.8674 0.031 -0.008 0.054
H -3.1943 3.9073 -1.3336 0.027 0.119 -0.121
H -5.1372 0.9142 -2.7194 0.100 -0.032 -0.100
H 1.1520 0.7785 -7.5558 -0.006 -0.023 -0.087
H 6.8408 -0.8165 1.5246 0.094 0.042 0.085
H 1.1414 2.7285 -6.0461 0.001 0.100 -0.019
H 4.4191 -0.4593 1.4661 -0.015 0.038 0.103
H -2.4299 0.3598 1.9964 -0.010 -0.082 0.109
H -8.3775 2.2259 0.8197 -0.083 0.057 -0.005
H -8.3724 3.3914 -1.3881 -0.056 -0.004 -0.027
H -4.4996 4.9420 1.2548 -0.020 0.040 0.005
H 4.3864 4.9124 -0.2472 0.034 0.103 0.055
H 2.1761 4.4591 0.7052 -0.020 0.019 0.102
H 2.6146 0.7079 1.7889 0.069 0.031 -0.023
H 4.1219 0.7629 -2.9202 0.033 -0.096 -0.107
H 0.3274 2.8704 1.0782 -0.059 0.094 0.092
H 1.3958 2.4244 -3.6238 0.026 0.121 -0.001
H -4.2717 1.9349 2.2989 0.023 -0.003 -0.016
H 6.1324 2.1624 -3.0088 0.052 -0.059 -0.082
H 4.1316 -2.8899 -2.0441 -0.020 -0.096 -0.050
H 1.3889 -3.0000 -4.6969 0.002 -0.142 -0.061
H -5.3633 4.3981 -0.1786 -0.083 0.018 -0.051
H 0.2749 -0.4940 5.9837 0.033 0.088 0.023
H 6.2604 4.2505 -1.7039 0.074 0.077 0.008
H 1.0992 -1.3598 2.0492 0.047 0.377 0.132
H -5.6969 3.6623 1.4047 -0.057 -0.003 -0.004
H -1.2678 2.3998 -1.5802 0.105 0.063 -0.196
H 8.8889 -1.3961 -0.3475 0.055 -0.019 -0.041
H 2.2619 0.9187 6.0382 -0.011 0.033 0.116
H 8.6683 -3.0866 -0.8339 0.041 0.010 -0.074
H 6.5458 -3.2727 -1.9618 0.079 -0.053 -0.072
H -4.7579 -3.8616 3.4043 0.243 0.035 0.327
H -6.7745 2.7173 -3.1317 -0.032 0.053 -0.103



13
Properties=species:S:1:pos:R:3:forces:R:3 method="wB97M-V/def2-TZVPD" charge=+1 relative_energy_kj_mol=244.6 largest_force_ev_per_a=5.50
S -1.0894 -2.0742 -0.8185 0.557 -1.011 0.014
N -2.3379 0.2493 -1.5229 3.338 -1.483 1.794
N 0.6506 -0.1706 1.2350 -1.912 -1.267 5.001
C -1.8246 -0.7983 -1.3254 -0.503 0.473 0.418
C 1.7169 -0.0223 0.3038 -2.633 1.588 -0.864
C 0.5133 0.8773 0.2318 1.954 2.380 1.754
H 1.7805 -0.6702 -0.4739 0.016 -2.342 -1.822
H 2.5931 0.2746 0.6871 2.940 1.343 1.420
H 0.0046 -1.0134 1.2987 0.838 1.169 -1.104
H -0.2336 0.6883 -0.4316 -1.569 -0.767 -1.980
H 0.7980 0.0969 2.2805 0.138 -0.162 -2.483
H -3.0642 0.5888 -1.9908 -3.582 1.817 -2.335
H 0.4928 1.9738 0.5262 0.417 -1.737 0.187